# 1
{"formula": "C13H7F3N2O4PtS", "method": "ωB97M-V with the def2-TZVPD basis set", "elements": ["Pt", "O", "C", "O", "C", "C", "C", "C", "C", "N", "C", "O", "O", "H", "H", "H", "H", "F", "C", "F", "F", "C", "C", "C", "C", "N", "C", "S", "H", "H", "H"], "xyz": [[-0.29, 0.29, -0.81], [3.86, -0.88, -0.24], [2.63, -0.50, -0.53], [1.72, -0.49, 0.26], [2.42, -0.07, -1.96], [3.37, -0.04, -2.94], [2.98, 0.40, -4.22], [1.68, 0.77, -4.44], [0.78, 0.71, -3.38], [1.17, 0.30, -2.18], [-0.70, 1.09, -3.46], [-1.15, 1.48, -4.50], [-1.35, 0.95, -2.33], [3.88, -1.13, 0.70], [4.38, -0.34, -2.72], [3.70, 0.43, -5.02], [1.33, 1.11, -5.40], [-4.34, 1.12, 4.08], [-4.15, 0.18, 3.13], [-4.74, 0.62, 2.01], [-4.83, -0.91, 3.54], [-2.69, -0.14, 2.97], [-2.04, -0.60, 4.10], [-0.69, -0.91, 4.06], [-0.05, -0.75, 2.84], [-0.67, -0.30, 1.76], [-1.97, 0.01, 1.78], [-2.49, 0.55, 0.21], [-2.60, -0.71, 5.03], [-0.17, -1.27, 4.93], [1.01, -0.97, 2.73]], "nbo_charge": [0.8497, -0.6484, 0.7866, -0.5772, 0.0615, -0.1807, -0.1639, -0.1707, 0.1088, -0.4137, 0.7405, -0.5745, -0.6361, 0.5104, 0.2459, 0.2347, 0.2602, -0.3306, 0.9815, -0.3034, -0.3306, -0.2354, -0.1039, -0.3024, 0.0753, -0.5147, 0.0993, -0.1127, 0.2285, 0.2228, 0.1934], "e_tot_ev": -47000.0776, "orbital_gap_ha": 0.241, "de_lowest_kcal_mol": 18.3}

---

# 2
{"formula": "C13H7FFeI2NO5", "method": "ωB97M-V with the def2-TZVPD basis set", "elements": ["Fe", "O", "C", "C", "C", "N", "C", "C", "C", "O", "O", "C", "O", "O", "H", "H", "H", "I", "I", "F", "C", "C", "C", "C", "C", "C", "H", "H", "H", "H"], "xyz": [[-0.06, -1.49, -0.92], [0.13, 4.42, -2.29], [0.05, 3.10, -1.97], [-1.17, 2.45, -1.83], [-1.15, 1.12, -1.49], [-0.01, 0.49, -1.29], [1.16, 1.07, -1.47], [1.24, 2.41, -1.81], [2.33, 0.08, -1.38], [3.46, 0.52, -1.45], [1.93, -1.14, -1.33], [-2.36, 0.18, -1.40], [-3.47, 0.66, -1.48], [-2.01, -1.06, -1.35], [-0.76, 4.77, -2.41], [-2.13, 2.94, -1.98], [2.21, 2.87, -1.96], [-0.17, -3.98, -1.10], [0.00, -7.11, -0.58], [0.18, -0.82, 5.13], [0.12, -0.98, 3.78], [1.03, -1.82, 3.17], [0.96, -1.99, 1.79], [0.00, -1.31, 1.06], [-0.90, -0.47, 1.69], [-0.85, -0.30, 3.07], [1.77, -2.34, 3.77], [1.67, -2.65, 1.30], [-1.66, 0.05, 1.13], [-1.54, 0.35, 3.59]], "nbo_charge": [1.3540, -0.6547, 0.3470, -0.3096, 0.1338, -0.5244, 0.1326, -0.2763, 0.7533, -0.6386, -0.7896, 0.7472, -0.6417, -0.7886, 0.4808, 0.2386, 0.2535, -0.3479, -0.2147, -0.3411, 0.3837, -0.2850, -0.2343, -0.1473, -0.2501, -0.2880, 0.2247, 0.2379, 0.2218, 0.2230], "e_tot_ev": -78632.2155, "spin_multiplicity": 5, "orbital_gap_ha": [0.246, 0.231], "de_lowest_kcal_mol": 2.1, "total_charge": -1}

---

# 3
{"formula": "C13H9BCl2N2O11", "method": "ωB97M-V with the def2-TZVPD basis set", "elements": ["N", "C", "N", "C", "C", "C", "C", "O", "O", "C", "C", "O", "Cl", "C", "C", "Cl", "H", "H", "H", "H", "H", "H", "H", "H", "H", "B", "O", "C", "O", "C", "O", "O", "O", "C", "O", "C", "O", "O"], "xyz": [[5.76, 0.90, -0.30], [4.65, 0.69, -1.27], [3.45, 1.56, -1.06], [2.96, 2.27, -2.25], [1.71, 3.18, -2.26], [0.93, 3.34, -0.93], [-0.41, 4.26, -0.93], [-0.46, 5.41, -0.45], [-1.55, 3.61, -1.53], [-1.81, 2.35, -0.86], [-1.28, 1.06, -1.65], [-1.33, 0.87, -2.88], [-0.47, -0.23, -0.59], [1.44, 2.61, 0.34], [2.72, 1.73, 0.17], [3.26, 0.84, 1.69], [5.52, 1.68, 0.35], [5.79, 0.03, 0.27], [4.29, -0.41, -1.32], [5.08, 0.91, -2.32], [3.51, 2.14, -3.25], [1.31, 3.72, -3.18], [-2.95, 2.21, -0.74], [-1.35, 2.34, 0.19], [0.87, 2.69, 1.33], [-3.20, -3.82, 1.80], [-2.33, -3.28, 2.86], [-2.16, -1.99, 2.59], [-1.49, -1.23, 3.26], [-2.90, -1.63, 1.37], [-2.94, -0.53, 0.86], [-3.52, -2.71, 0.90], [-2.54, -4.92, 1.08], [-3.29, -6.01, 1.22], [-3.03, -7.09, 0.75], [-4.47, -5.68, 2.03], [-5.35, -6.44, 2.34], [-4.43, -4.39, 2.38]], "nbo_charge": [-0.8056, -0.0624, -0.3582, 0.0836, -0.2046, -0.0234, 0.7689, -0.4547, -0.4970, -0.1925, 0.5387, -0.4809, -0.0636, -0.2082, 0.2748, 0.0940, 0.3765, 0.3836, 0.2379, 0.2216, 0.2689, 0.2896, 0.2871, 0.2173, 0.3072, 1.1356, -0.6274, 0.6610, -0.5660, 0.6741, -0.6017, -0.6250, -0.6513, 0.6600, -0.5367, 0.6581, -0.5331, -0.6461], "e_tot_ev": -64849.0027, "orbital_gap_ha": 0.186}

---

# 4
{"formula": "C13H9BrCl4N5O4V", "method": "ωB97M-V with the def2-TZVPD basis set", "elements": ["V", "Cl", "C", "C", "Cl", "C", "Cl", "C", "O", "C", "O", "C", "Cl", "N", "N", "C", "N", "N", "N", "O", "O", "H", "H", "H", "H", "H", "Br", "C", "C", "C", "C", "C", "C", "H", "H", "H", "H"], "xyz": [[-1.24, -0.44, 0.49], [1.35, 4.47, 4.15], [0.26, 3.47, 3.28], [-1.11, 3.75, 3.29], [-1.69, 5.11, 4.18], [-2.02, 2.95, 2.59], [-3.71, 3.26, 2.62], [-1.54, 1.87, 1.86], [-2.24, 1.01, 1.15], [-0.15, 1.60, 1.85], [0.12, 0.50, 1.13], [0.73, 2.37, 2.57], [2.41, 1.95, 2.57], [1.64, -0.98, -1.30], [1.90, -2.03, -0.42], [0.90, -2.54, 0.32], [1.21, -3.44, 1.25], [-0.35, -2.17, 0.00], [-1.36, -2.31, 0.88], [-2.48, -1.79, 0.45], [-1.28, -2.85, 2.01], [2.22, -1.06, -2.12], [1.75, -0.08, -0.84], [2.85, -2.20, -0.12], [2.17, -3.67, 1.45], [0.48, -3.68, 1.90], [-1.12, 1.64, -5.87], [-1.23, 1.11, -4.05], [-1.89, -0.07, -3.73], [-1.92, -0.48, -2.40], [-1.31, 0.27, -1.39], [-0.69, 1.46, -1.75], [-0.64, 1.89, -3.07], [-2.36, -0.66, -4.50], [-2.44, -1.40, -2.16], [-0.24, 2.09, -0.99], [-0.15, 2.82, -3.33]], "nbo_charge": [1.2064, 0.0466, -0.1091, -0.0791, 0.0520, -0.1351, 0.0510, 0.3182, -0.6283, 0.1981, -0.6369, -0.0908, 0.0239, -0.6278, -0.4022, 0.6447, -0.7677, -0.4190, 0.4155, -0.3806, -0.4302, 0.3754, 0.3809, 0.3805, 0.4077, 0.4511, 0.0436, -0.0836, -0.2324, -0.2441, -0.1317, -0.2342, -0.2501, 0.2257, 0.2198, 0.2147, 0.2273], "e_tot_ev": -175083.1665, "spin_multiplicity": 3, "orbital_gap_ha": [0.270, 0.226], "de_lowest_kcal_mol": 34.2}